# 1
This record from OMol25 describes C5H13NS in the gas phase at a distorted geometry. The level of theory is the ωB97M-V functional and the def2-TZVPD basis.

Values from the calculation:
- structure (SMILES) = CCCNCCS
- frontier orbital gap (eV) = 9.4710

Cartesian coordinates (Å):
1 H 0.763 -0.176 1.513
2 C -1.483 -0.526 0.677
3 H 0.039 -0.547 -0.829
4 H -2.958 -0.283 -0.830
5 H -2.160 0.198 1.237
6 H 1.282 1.501 -1.492
7 C 2.193 1.803 -0.955
8 C 2.114 0.678 -0.005
9 C 0.760 0.563 0.657
10 S -3.260 -2.314 0.674
11 C -2.331 -1.212 -0.418
12 H 2.117 2.763 -0.546
13 H -1.024 -1.217 1.345
14 H 0.600 1.620 1.084
15 H 3.112 1.831 -1.565
16 H -2.844 -3.578 0.294
17 H 2.868 0.784 0.842
18 H -1.843 -1.678 -1.233
19 N -0.337 0.161 -0.148
20 H 2.391 -0.372 -0.304

---

# 2
This record from OMol25 describes a gas-phase ion, C5H13NS (charge +1) at a distorted geometry. The level of theory is the ωB97M-V functional and the def2-TZVPD basis.

Values from the calculation:
- expectation value of S² = 0.754
- net charge = +1
- 2S+1 = 2
- frontier orbital gap (spin up / spin down) (eV) = 9.5095 / 4.4991

Cartesian coordinates (Å):
1 S 2.170 -0.906 0.364
2 H 2.392 -0.199 -1.956
3 C -1.544 -0.105 -0.056
4 C -0.753 0.587 -1.225
5 H 1.804 1.152 -1.072
6 H 1.986 0.020 1.405
7 H -0.342 1.678 -0.892
8 C -1.836 0.604 2.244
9 H 0.207 -0.417 -2.715
10 H -0.770 -0.651 0.517
11 H -2.239 -0.780 -0.562
12 H -1.938 -0.490 2.516
13 H 0.120 -1.508 -1.331
14 N -2.242 0.822 0.843
15 H -1.323 1.124 -2.022
16 C 1.656 0.095 -1.177
17 H -0.778 1.033 2.440
18 C 0.265 -0.361 -1.675
19 H -2.273 1.773 0.527
20 H -2.594 1.087 2.753

---

# 3
This record from OMol25 describes 2 unconnected molecules or ions with the total composition C5H13NSi at a distorted geometry. The level of theory is the ωB97M-V functional and the def2-TZVPD basis.

Values from the calculation:
- frontier orbital gap (spin up / spin down) (eV) = 7.4236 / 7.6633

Cartesian coordinates (Å):
1 N 0.381 -0.756 -0.593
2 H -3.802 2.963 0.570
3 C 0.893 -1.125 0.734
4 C -3.770 2.357 -0.321
5 H 1.653 2.486 -0.849
6 H 0.552 -2.591 -1.554
7 C 1.819 1.857 0.084
8 Si 0.384 0.631 0.392
9 C 1.001 -1.509 -1.634
10 H 0.128 -1.681 2.678
11 H -4.424 2.877 -1.025
12 H -1.105 -1.494 1.331
13 H -3.013 1.613 -0.337
14 C -0.100 -1.917 1.631
15 H 0.590 -1.302 -2.614
16 H 1.950 -1.532 0.709
17 H 0.133 -2.983 1.515
18 H 2.097 -1.462 -1.675
19 H 2.691 1.225 -0.113
20 H 1.944 2.342 1.070

---

# 4
This record from OMol25 describes C5H13NSi in the gas phase at a distorted geometry. The level of theory is the ωB97M-V functional and the def2-TZVPD basis.

Values from the calculation:
- structure (SMILES) = C/C=C(/C)[Si@@H](C)N
- frontier orbital gap (eV) = 9.6001

Cartesian coordinates (Å):
1 C 0.937 0.817 -1.426
2 H -2.710 -0.653 1.481
3 C 0.784 0.627 -0.128
4 H 0.686 1.445 1.948
5 H -0.214 -0.757 -2.406
6 H 1.157 -1.352 1.496
7 H -1.808 -0.236 2.854
8 H -2.076 0.902 1.573
9 C 1.134 1.682 0.937
10 H 1.556 1.700 -1.753
11 C 0.703 -0.136 -2.566
12 H -0.521 -3.085 -0.074
13 N -0.935 -2.141 -0.088
14 H 0.815 2.682 0.609
15 H 1.691 -0.512 -2.732
16 H -1.908 -2.022 0.174
17 H 2.258 1.431 0.995
18 Si -0.070 -0.914 0.726
19 H 0.408 0.616 -3.411
20 C -1.888 -0.095 1.790

---

# 5
This record from OMol25 describes 2 unconnected molecules or ions with the total composition C5H13NSi at a distorted geometry. The level of theory is the ωB97M-V functional and the def2-TZVPD basis.

Values from the calculation:
- frontier orbital gap (eV) = 9.0174

Cartesian coordinates (Å):
1 H -0.952 1.147 -2.361
2 N 1.434 2.054 0.257
3 C -0.212 0.418 -2.372
4 Si 0.121 0.946 0.302
5 H -1.255 -3.083 0.220
6 H -0.932 0.017 2.398
7 C -0.271 -0.262 -1.019
8 C -0.431 -1.560 -0.803
9 C -0.270 -2.527 0.375
10 H -0.224 -1.925 1.306
11 H 0.561 -3.047 0.163
12 H 1.657 2.567 1.060
13 H 0.972 0.081 2.589
14 H -1.561 2.016 -0.350
15 C 0.068 0.621 2.179
16 H 0.034 1.521 2.658
17 H 2.043 2.297 -0.460
18 H -0.648 -2.196 -1.777
19 H 0.644 0.948 -2.568
20 H -0.214 -0.325 -3.064

---

# 6
This record from OMol25 describes 2 unconnected molecules or ions with the total composition C5H13O at a distorted geometry. The level of theory is the ωB97M-V functional and the def2-TZVPD basis.

Values from the calculation:
- net charge = +1
- frontier orbital gap (eV) = 11.6000

Cartesian coordinates (Å):
1 C 0.938 -0.462 0.897
2 O -0.034 0.530 0.444
3 H -0.826 -0.128 -0.006
4 C 2.183 0.231 1.503
5 H 0.361 -0.825 1.777
6 H -0.013 2.421 -0.614
7 C 0.558 1.483 -0.551
8 H 0.442 0.981 -1.580
9 H -3.326 0.225 -1.149
10 H -2.812 -0.457 -2.587
11 H 2.993 -0.484 1.720
12 H -1.987 -1.541 0.404
13 H 2.629 0.864 0.829
14 H -1.386 -2.213 -1.174
15 H 1.283 -1.143 0.112
16 H 1.994 0.780 2.462
17 C -2.682 -0.618 -1.506
18 H 1.638 1.824 -0.245
19 C -1.952 -1.466 -0.736

---

# 7
This record from OMol25 describes a molecular structure, C5H13O2. The level of theory is the ωB97M-V functional and the def2-TZVPD basis.

Values from the calculation:
- net charge = -1
- frontier orbital gap (eV) = 7.9594

Cartesian coordinates (Å):
1 C 0.145 -0.782 1.619
2 C 1.847 1.835 -1.674
3 H -0.336 0.167 1.943
4 H -2.331 -0.628 0.459
5 O -0.307 0.861 -1.128
6 H 2.336 1.040 -1.111
7 H -1.498 -1.846 2.555
8 H -2.774 -2.342 0.507
9 C -0.956 -1.857 1.603
10 H 0.504 2.460 -0.103
11 H -1.435 -1.787 -0.503
12 O 0.796 -0.641 0.419
13 H 1.780 1.503 -2.715
14 H 2.449 2.748 -1.619
15 C 0.430 2.031 -1.122
16 H 0.182 0.160 -0.379
17 C -1.934 -1.645 0.454
18 H -0.489 -2.836 1.501
19 H 0.853 -1.054 2.426
20 H -0.064 2.801 -1.738

---

# 8
This record from OMol25 describes C5H13O2P in the gas phase at a distorted geometry. The level of theory is the ωB97M-V functional and the def2-TZVPD basis.

Values from the calculation:
- structure (SMILES) = C[PH3]CCOC(C)=O
- frontier orbital gap (eV) = 9.2040

Cartesian coordinates (Å):
1 H -1.978 -2.131 -0.186
2 C 0.663 1.730 -0.345
3 H 1.342 2.409 0.159
4 P 1.425 0.004 -0.171
5 C -2.478 -1.194 -0.338
6 H -0.575 1.898 1.396
7 H 1.180 0.070 1.239
8 O -1.682 1.016 -0.160
9 C -1.801 -0.143 0.479
10 O -1.451 -0.345 1.587
11 H 0.440 -0.555 -1.041
12 H -3.512 -1.236 -0.048
13 H -1.026 2.902 0.081
14 H -2.419 -0.945 -1.389
15 H 0.641 2.053 -1.379
16 C 2.213 -1.735 0.081
17 H 2.636 0.469 -0.757
18 H 1.890 -2.103 1.043
19 H 1.877 -2.445 -0.664
20 C -0.676 1.915 0.325
21 H 3.290 -1.633 0.088

---

# 9
This record from OMol25 describes 2 unconnected molecules or ions with the total composition C5H13O2S at a distorted geometry. The level of theory is the ωB97M-V functional and the def2-TZVPD basis.

Values from the calculation:
- net charge = -1
- frontier orbital gap (eV) = 6.7492

Cartesian coordinates (Å):
1 C 2.034 -0.888 0.768
2 C -0.273 1.074 -1.258
3 S 1.786 -1.495 -0.947
4 O -1.420 0.410 2.905
5 C -0.839 1.206 0.192
6 H -0.451 -1.557 -0.028
7 H -1.506 -0.377 -2.332
8 H 1.342 -0.044 0.907
9 H 3.033 -0.534 0.989
10 H -0.305 -2.408 -1.585
11 O 0.096 1.380 1.176
12 H -0.646 1.749 -2.024
13 C -0.506 -0.307 -1.893
14 H -1.524 0.975 3.689
15 C -0.044 -1.503 -1.032
16 H -0.605 0.877 2.440
17 H 0.154 -0.393 -2.766
18 H -1.428 0.286 0.339
19 H 0.804 1.201 -1.114
20 H 1.817 -1.737 1.414
21 H -1.519 2.086 0.160

---

# 10
This record from OMol25 describes C5H13OP in the gas phase at a distorted geometry. The level of theory is the ωB97M-V functional and the def2-TZVPD basis.

Values from the calculation:
- structure (SMILES) = C[P@H](=O)C(C)(C)C
- frontier orbital gap (eV) = 10.3863

Cartesian coordinates (Å):
1 H 1.440 -2.081 0.871
2 C -2.538 0.037 0.090
3 C 0.656 -0.189 0.087
4 H 1.354 1.105 -1.517
5 H -1.119 -1.987 -0.521
6 C 1.751 -1.215 0.334
7 H 1.272 0.296 2.007
8 H -2.586 0.924 0.666
9 O -1.015 -1.589 1.866
10 H 2.043 -1.583 -0.592
11 H -2.603 0.453 -1.010
12 C 0.942 0.925 1.159
13 H -3.304 -0.656 0.205
14 P -1.042 -0.956 0.516
15 H 2.652 -0.935 0.939
16 H 0.488 -0.628 -1.984
17 H 0.040 1.345 1.596
18 H 1.545 1.782 0.778
19 C 0.560 0.331 -1.324
20 H -0.339 0.905 -1.466

---

How do the records compare in ΔE to the lowest compared entry with this formula, charge and spin? In the order shown, they have 48.13; 44.69; 135.11; 46.86; 69.35; 38.99; 7.15; 78.28; 5.88; 13.92 kcal/mol.